{
  "formula": "C54H94O34S8",
  "method": "the ωB97M-V functional and the def2-TZVPD basis",
  "elements": ["C", "C", "C", "C", "C", "C", "O", "O", "H", "H", "H", "H", "H", "H", "C", "C", "C", "C", "C", "C", "O", "O", "H", "H", "H", "H", "H", "H", "C", "C", "C", "C", "C", "C", "O", "O", "H", "H", "H", "H", "H", "H", "C", "C", "C", "C", "C", "C", "O", "O", "H", "H", "H", "H", "H", "H", "C", "C", "C", "C", "C", "C", "O", "O", "H", "H", "H", "H", "H", "H", "O", "S", "O", "O", "C", "C", "C", "H", "H", "H", "H", "H", "H", "H", "H", "O", "S", "O", "O", "C", "C", "C", "H", "H", "H", "H", "H", "H", "H", "H", "O", "S", "O", "O", "C", "C", "C", "H", "H", "H", "H", "H", "H", "H", "H", "O", "S", "O", "O", "C", "C", "C", "H", "H", "H", "H", "H", "H", "H", "H", "O", "S", "O", "O", "C", "C", "C", "H", "H", "H", "H", "H", "H", "H", "H", "O", "S", "O", "O", "C", "C", "C", "H", "H", "H", "H", "H", "H", "H", "H", "O", "S", "O", "O", "C", "C", "C", "H", "H", "H", "H", "H", "H", "H", "H", "O", "S", "O", "O", "C", "C", "C", "H", "H", "H", "H", "H", "H", "H", "H"],
  "xyz": [[-4.541051, -0.130125, 3.056493], [-5.472022, 0.849871, 3.313702], [-5.337163, 1.738955, 4.313819], [-4.221398, 1.787980, 5.157864], [-3.261195, 0.796227, 4.916972], [-3.408801, -0.093571, 3.861957], [-2.477878, -1.049233, 3.634830], [-6.433979, 2.615338, 4.472299], [-4.540149, -0.861269, 2.288944], [-6.410001, 0.949399, 2.809808], [-4.033124, 2.487616, 5.943766], [-2.295291, 0.821484, 5.438950], [-1.597607, -0.863937, 3.966104], [-6.456055, 2.996323, 5.353959], [4.868579, 2.195763, -4.619979], [4.983959, 3.543262, -4.267373], [4.046484, 4.141110, -3.435854], [2.968290, 3.403856, -2.943917], [2.846577, 2.074689, -3.240072], [3.748694, 1.443534, -4.073626], [3.626187, 0.101800, -4.344550], [4.257713, 5.477804, -3.141816], [5.534318, 1.731661, -5.413799], [5.824869, 4.131374, -4.567599], [2.276619, 3.786489, -2.203879], [2.014796, 1.481451, -2.843006], [4.220029, -0.091566, -5.048387], [3.404884, 5.845745, -2.961364], [2.038164, -4.705830, -4.566126], [2.379634, -3.625983, -5.319884], [1.764621, -3.326960, -6.579405], [0.941188, -4.252818, -7.083477], [0.644825, -5.440487, -6.377438], [1.116380, -5.626438, -5.095402], [0.703763, -6.680865, -4.340723], [2.113848, -2.198179, -7.267257], [2.540858, -4.891602, -3.632316], [3.048554, -2.929141, -4.868785], [0.558839, -4.073148, -8.068443], [-0.041746, -6.167345, -6.885739], [-0.008684, -7.017487, -4.871389], [1.739104, -2.267711, -8.151963], [0.547262, -6.255549, -1.052150], [0.084447, -5.424577, -0.049663], [1.011423, -4.857353, 0.790314], [2.367117, -5.076524, 0.636317], [2.889157, -5.878718, -0.421559], [1.930278, -6.505654, -1.199631], [2.416386, -7.426509, -2.119143], [0.467778, -4.049669, 1.723848], [-0.170948, -6.769128, -1.704363], [-0.991119, -5.230148, -0.074942], [3.102252, -4.531583, 1.184749], [3.927191, -6.166262, -0.563458], [2.011875, -7.233619, -2.959261], [1.204874, -3.559673, 2.172076], [-0.137780, 6.283203, -2.475176], [-1.020617, 6.315898, -3.596836], [-1.755787, 5.148865, -3.919021], [-1.641287, 3.947422, -3.228500], [-0.726813, 3.924144, -2.231172], [-0.170608, 5.095328, -1.796964], [0.407140, 5.132028, -0.527352], [-2.590548, 5.196936, -4.974567], [0.349901, 7.079933, -1.988117], [-1.065231, 7.225059, -4.193966], [-2.151633, 3.102540, -3.606007], [-0.429992, 2.974974, -1.771824], [0.690996, 4.248503, -0.239207], [-2.611904, 6.100011, -5.348285], [-3.507515, 1.045206, -3.495748], [-3.638515, 0.948804, -2.071135], [-2.600619, 1.287306, -1.105016], [-4.841680, 2.016945, -1.743710], [-5.358853, 2.035529, -0.362008], [-5.744570, 3.447695, -0.052775], [-4.398104, -0.670717, -1.667460], [-4.570007, 1.711780, 0.306290], [-6.144870, 1.266700, -0.196078], [-4.892911, 4.129591, 0.086646], [-6.280190, 3.498881, 0.863465], [-6.369257, 3.880308, -0.850217], [-5.186214, -0.805073, -2.390262], [-4.814638, -0.697394, -0.656355], [-3.547595, -1.349061, -1.739622], [4.134034, -2.350171, 1.126259], [3.991407, -2.305295, 2.536078], [2.676548, -2.428226, 3.133556], [4.883618, -3.522678, 3.195447], [5.679663, -4.087596, 2.169087], [5.855343, -5.584022, 2.447702], [4.753363, -0.852923, 3.203759], [6.658304, -3.657325, 2.274094], [5.323538, -3.842888, 1.175336], [4.872020, -6.114393, 2.684163], [6.539167, -5.709372, 3.275134], [6.447466, -6.048244, 1.622413], [4.416664, -0.768678, 4.224026], [4.357790, 0.044206, 2.694498], [5.802011, -0.719059, 2.988086], [-0.454670, 5.887254, 4.872203], [-0.223275, 5.499668, 3.551120], [0.760680, 4.514083, 3.282733], [-1.612256, 5.066250, 2.938144], [-1.506684, 4.284498, 1.712951], [-2.746084, 3.495088, 1.698134], [0.120532, 6.978394, 2.495819], [-0.553648, 3.763039, 1.767266], [-1.528252, 4.934944, 0.885449], [-2.883232, 2.812072, 0.887446], [-3.620404, 4.130535, 1.638811], [-2.903972, 2.928196, 2.639423], [-0.732776, 7.741184, 2.656560], [0.018526, 6.622226, 1.478131], [1.026990, 7.478389, 2.776706], [-3.293784, -4.439584, -0.047483], [-3.743215, -3.779374, 1.126698], [-4.024269, -2.386720, 1.033795], [-4.980966, -4.544236, 1.613974], [-6.077766, -3.787265, 2.206748], [-7.021484, -3.160986, 1.157901], [-2.649675, -4.118393, 2.456815], [-5.814170, -3.120847, 2.985070], [-6.609083, -4.598170, 2.658481], [-6.388529, -2.381424, 0.738944], [-7.873963, -2.669599, 1.579799], [-7.356062, -3.831966, 0.344936], [-3.057560, -3.671347, 3.346907], [-1.734887, -3.647410, 2.104551], [-2.567288, -5.193407, 2.467119], [2.199097, -0.153796, 1.100066], [1.268933, 0.625557, 0.420354], [1.620067, 1.944897, -0.059948], [0.679888, -0.092526, -0.747096], [0.560151, -1.571967, -0.785432], [-0.763113, -1.981644, -0.161575], [-0.156909, 0.932331, 1.432554], [1.335082, -2.048569, -0.196477], [0.721476, -1.821440, -1.836006], [-0.782305, -3.056106, -0.129825], [-1.642194, -1.595255, -0.731228], [-0.791771, -1.557080, 0.844453], [-0.950821, 1.230623, 0.755480], [0.129576, 1.633414, 2.176684], [-0.654257, 0.057750, 1.826006], [0.364838, -0.625007, 4.156985], [1.307519, 0.177127, 4.853712], [2.307624, 0.935024, 4.183238], [0.467465, 1.248415, 5.769386], [1.220688, 2.371977, 6.278242], [0.343949, 3.082993, 7.277005], [2.104039, -0.814647, 6.184832], [1.540542, 3.054514, 5.436296], [2.170173, 2.129835, 6.749476], [0.961843, 3.887110, 7.721726], [-0.119921, 2.462037, 8.078193], [-0.451990, 3.610346, 6.720465], [2.636073, -0.111800, 6.768626], [2.658311, -1.613448, 5.708607], [1.290210, -1.103313, 6.819298], [-4.329495, -2.106976, -4.527557], [-3.095427, -2.864890, -4.592892], [-2.654181, -3.429342, -5.872444], [-1.939517, -1.965117, -3.936685], [-1.481881, -0.860826, -4.868032], [-0.454830, -0.034169, -4.123739], [-3.141894, -4.108560, -3.341297], [-2.349320, -0.194226, -4.990324], [-1.293294, -1.221340, -5.859509], [-0.297281, 0.855964, -4.723395], [0.558134, -0.461851, -4.002404], [-0.854551, 0.367288, -3.200609], [-3.354347, -3.598835, -2.411038], [-2.133284, -4.479804, -3.343063], [-3.899231, -4.887545, -3.508051], [7.594623, 2.267560, -0.567037], [6.347383, 1.919351, 0.005986], [6.282468, 1.058393, 1.170605], [5.701920, 3.449234, 0.345832], [4.628159, 3.524587, 1.316054], [3.490480, 4.446674, 0.909467], [5.195435, 1.379613, -1.300788], [5.061748, 3.836081, 2.261998], [4.235185, 2.512667, 1.493356], [2.522334, 4.360703, 1.465410], [3.122424, 4.068453, -0.066298], [3.844191, 5.477243, 0.751847], [5.511098, 0.453464, -1.752263], [5.288188, 2.140225, -2.044930], [4.236867, 1.335856, -0.815129]],
  "forces_ev_per_angstrom": [[0.9805, 0.9482, 0.9749], [-0.7625, -0.9559, -1.0506], [-0.4980, 2.4364, 2.4955], [0.2321, -1.5204, -1.1775], [0.4297, 1.0020, -0.0839], [0.1450, -0.3342, 0.4280], [0.0937, -0.9803, -0.7274], [0.6094, -0.4298, -0.3030], [-0.4368, -0.3242, -0.5944], [-0.3768, -0.2737, -0.6156], [-0.3163, 0.4769, 0.2503], [-0.5028, -0.1372, 0.0226], [0.3163, 0.3977, 0.3643], [0.2556, -0.0559, 0.0290], [-1.3688, -0.8378, -0.0910], [-0.1979, -0.9934, 0.0742], [-0.0863, 0.1494, 0.1023], [0.5233, 0.7955, 0.5046], [-0.5095, -1.4929, -0.5386], [2.0413, 1.0224, -1.1724], [-0.9165, 0.5342, 0.9202], [0.3363, -0.8783, -0.2274], [-0.6992, 0.5606, 1.3359], [0.2909, 0.2558, -0.3821], [-0.0050, 0.4441, -0.1965], [0.3350, 0.2822, -0.0113], [0.7053, -0.4545, -0.9057], [-0.7558, 0.5625, 0.3680], [-0.4507, -0.8909, -0.5797], [-0.5605, 1.3576, -0.8568], [1.8154, 0.0894, 1.9040], [-0.8083, -1.5868, -0.2928], [-0.8868, 0.1351, -0.8038], [0.5628, 0.9258, -0.4828], [0.2651, -0.0274, 0.1443], [0.0918, 0.0669, 0.2662], [-0.1269, 0.0049, 0.3200], [0.5348, 0.5436, -0.0456], [-0.4628, -0.2408, -0.4185], [0.6704, 0.6133, 0.7561], [-0.6868, -0.9523, 0.0975], [0.0160, 0.1267, 0.0162], [0.5719, -0.6643, -0.3127], [-0.2789, -0.9873, -1.7320], [-0.1092, 0.1160, -0.0350], [1.1624, -0.4393, -1.3819], [-2.0965, 0.0101, 1.1949], [0.1206, -0.3921, -0.5323], [0.0177, 0.2727, 0.6156], [1.2956, 1.2920, 1.4907], [0.4560, 0.2531, 0.1918], [0.4004, 0.1236, 0.6701], [-0.0107, 0.2127, 0.7113], [-0.1023, 0.4394, 0.1486], [-0.5161, -0.1786, -0.7108], [-0.7977, -0.2929, -0.1326], [-2.6294, -1.3380, -1.3347], [0.9545, -0.6876, 0.9670], [0.6000, 2.0135, 0.0713], [0.4675, 1.1663, -1.2449], [0.0233, -1.4175, 0.7549], [1.6738, 0.2761, 1.9287], [0.6671, -0.1878, -0.1423], [-0.8724, 0.3820, -1.1402], [0.5031, 1.0919, -0.0269], [-0.2765, -0.2643, -0.0609], [-0.4297, -0.8208, -0.1862], [-0.3899, 0.3427, 0.2481], [-0.0926, 0.0535, -0.2031], [0.0502, -0.7517, 0.3370], [0.6321, 0.0192, 0.7648], [-1.9807, 0.8856, 1.6187], [-0.2969, -0.8445, -1.3509], [0.1160, -1.2333, 0.3296], [0.6820, -0.5087, -0.2309], [-0.0225, 0.8601, -0.8602], [0.7554, 1.2655, 0.2435], [0.3829, 0.0224, 0.1272], [0.0254, 0.7066, -0.6612], [-0.0804, -0.5079, -0.3865], [-0.6799, -0.1034, 0.8669], [0.1099, -0.2610, 0.2673], [0.0842, -0.3054, -0.4404], [0.3994, 0.2540, -0.1000], [-0.3723, -0.2351, -0.1799], [-0.2972, 0.3915, -0.7070], [-0.3649, 0.4279, 1.8455], [0.6566, -0.0931, -0.2397], [-1.6215, 1.5585, -0.9746], [1.6748, -1.9973, 0.1319], [-0.4638, -0.4699, -0.3845], [-0.7366, 1.0097, -0.7461], [0.6550, 0.4364, -0.1803], [-0.1004, -0.4566, 0.1820], [1.3777, 0.6261, -0.6181], [-0.1509, -0.0029, 0.6395], [-0.9601, 0.1987, 0.2428], [0.4495, -0.1303, 0.4355], [-0.4814, -0.7016, -0.0536], [0.4735, -0.7638, 0.3082], [-0.5752, 0.6238, 2.2231], [0.0302, 2.0326, -2.4684], [0.8380, -0.9195, -0.2336], [0.6185, 0.1092, 0.2905], [-0.1354, -0.2334, 0.7230], [-1.4561, -1.2444, 1.2778], [-2.6375, 0.2222, 1.0744], [-0.3254, -0.3591, -0.2673], [0.3557, 1.0035, -0.9557], [0.5441, -0.4517, -0.7037], [0.0076, 0.5117, 0.1005], [0.3474, 0.1163, -0.4252], [1.2012, -1.3896, -0.0108], [0.6010, 0.0391, -0.2666], [0.6488, -0.2264, -0.0882], [0.4078, -0.5093, -0.7177], [1.2584, 0.0148, 0.2669], [-0.1856, 0.7828, -0.0405], [-1.7416, 0.1649, 0.3003], [-2.1539, -1.7714, -1.1702], [1.7840, 0.1312, -0.5169], [0.0191, 0.5220, -1.2941], [0.8813, 0.8725, 0.4691], [-0.3786, -0.4344, 0.6333], [-0.3683, 0.2249, -0.5650], [-0.4710, 0.0646, 0.6027], [0.3577, 0.0777, 0.6367], [0.0716, 0.1061, 0.3641], [0.3339, -0.0956, 0.5662], [0.1892, -0.2774, 0.2982], [2.2041, -1.5390, 1.2135], [-2.0360, 3.7793, 1.4510], [0.3101, -0.3511, -0.0945], [-0.6407, -2.0956, -2.6618], [-0.4367, 0.0047, 0.1975], [-0.3749, 1.0690, -0.9963], [-0.6333, -0.9073, -1.0151], [0.5382, 0.3681, 0.0371], [-0.3411, 0.0387, 0.1540], [-0.2143, -0.3062, 0.0995], [0.7139, -0.2747, 0.3913], [-0.1818, -0.4525, -0.0718], [0.1599, 0.9899, -0.2561], [0.0066, 0.6385, 0.6601], [0.7223, -0.4594, 0.6320], [-0.6493, -0.0833, -0.1112], [0.6292, 0.6798, 2.4422], [0.2678, -0.0593, -0.5768], [0.6450, -1.2279, -0.7818], [0.4035, 1.2241, -0.5343], [-0.4958, 0.9999, -0.0766], [-1.4861, 0.8218, -1.5004], [-0.7764, -0.7058, 0.7068], [0.0329, -0.8856, 0.0878], [-0.3573, -0.4250, 0.0213], [0.6023, 0.2424, -0.6768], [0.1338, -0.2893, 0.3775], [1.1739, 0.5814, 0.2979], [0.0793, -0.0986, 0.1648], [-0.4735, -0.7894, 0.0913], [0.7500, -0.5105, -0.4064], [-0.5810, -0.0711, -0.8812], [-0.5134, 0.9028, 1.7913], [0.1842, 0.0442, -1.4418], [-1.3611, 0.8542, 1.5414], [0.7449, -0.1033, -0.7698], [-0.0187, 0.2065, -0.1414], [0.0969, -0.3875, 0.1473], [0.8487, -0.6872, -0.1784], [0.0784, 0.2542, -0.3351], [-0.6459, -0.1667, 0.1181], [-0.0547, -0.3566, 0.3899], [0.0166, -0.0056, 0.2423], [0.3508, -0.5662, 0.2642], [0.3413, 0.4369, -0.3246], [0.6985, -0.1795, -0.2880], [-1.5338, 1.2750, 0.3370], [-0.2202, 0.7138, -0.8071], [0.1155, -1.7571, -0.1868], [-0.5451, -0.7643, 0.8745], [-0.6031, -0.4353, -1.6983], [1.1229, 0.3949, 1.3747], [0.2075, 0.1221, 0.0882], [-0.0048, 0.1954, -0.1028], [1.3421, 0.2313, 0.4498], [0.4849, 0.3634, 0.0905], [-0.3585, -0.2747, 0.3001], [0.1385, -0.4978, 0.3086], [-0.2178, 0.6372, -0.2738], [-0.5194, -0.0994, -0.1169]],
  "gap_ev": 8.1168,
  "homo_ev": -7.91
}